{"formula": "C4H23NO7", "method": "ωB97M-V with the def2-TZVPD basis set", "species": ["C", "C", "C", "O", "C", "N", "H", "H", "H", "H", "H", "H", "H", "H", "H", "H", "H", "O", "H", "H", "O", "H", "H", "O", "H", "H", "O", "H", "H", "O", "H", "H", "O", "H", "H"], "coordinates": [[-0.6826, -4.1404, 1.9712], [0.3582, -3.2506, 1.3809], [-0.0287, -1.8420, 1.3512], [-0.9232, -1.6536, 0.3075], [-1.0829, -0.2181, -0.0128], [1.5061, -3.4574, 2.3044], [-0.3117, -5.1618, 1.8868], [-1.5268, -4.1636, 1.2821], [-1.1431, -3.9108, 2.9321], [0.6636, -3.5726, 0.3854], [0.8738, -1.2414, 1.2381], [-0.5244, -1.4949, 2.2578], [-1.5497, 0.2781, 0.8380], [-1.6863, -0.0974, -0.9125], [-0.1608, 0.3416, -0.1693], [1.4619, -4.3433, 2.7874], [1.3414, -2.8078, 3.0600], [2.3260, 2.0098, 1.5821], [3.1078, 1.7957, 2.0911], [2.6176, 1.9811, 0.6708], [-0.0295, 2.9305, -1.1551], [0.8820, 2.6596, -1.2645], [-0.4481, 2.7059, -1.9861], [-1.1722, 2.7688, -3.8242], [-0.4035, 2.4028, -4.2616], [-1.6492, 3.2238, -4.5181], [-0.2002, 2.7471, 1.5619], [0.7383, 2.5618, 1.5966], [-0.3714, 2.9467, 0.6415], [-3.3925, 1.7448, -2.5892], [-3.5609, 1.1201, -3.2946], [-2.6693, 2.2823, -2.9121], [2.5935, 1.7075, -1.3649], [2.1702, 0.9334, -1.7361], [2.8768, 2.2143, -2.1260]], "forces_ev_per_angstrom": [[-2.054, -1.169, -2.093], [1.065, -1.927, 2.087], [-0.015, 1.554, -0.140], [-0.231, 1.752, -1.573], [-0.235, -0.783, 0.531], [0.849, 1.199, -0.048], [-0.005, -0.198, 0.626], [-0.444, 0.054, -0.113], [0.739, 0.248, 0.212], [-0.235, -0.023, -0.056], [0.202, 0.306, -0.168], [0.121, -0.167, 0.668], [-0.253, 0.018, -0.009], [-0.087, -0.337, 0.191], [0.430, -0.533, -0.021], [-0.164, -0.326, -0.386], [0.326, 0.391, 0.264], [0.543, -0.159, 0.395], [0.081, -0.018, 0.222], [0.048, -0.067, -0.841], [-0.363, 0.283, 0.346], [0.550, -0.157, -0.027], [-0.294, 0.102, -0.440], [-0.454, 0.210, 0.533], [0.944, -0.517, -0.331], [-0.194, 0.415, -0.463], [-0.813, 0.172, 0.814], [0.219, -0.083, 0.173], [-0.127, 0.044, -0.566], [-0.845, -0.165, 0.522], [0.076, -0.127, -0.154], [0.550, 0.021, -0.142], [0.157, 0.215, 1.029], [-0.315, -0.594, -0.372], [0.229, 0.366, -0.670]], "e_lumo_ha": [0.1079, 0.1079], "e_homo_ev": [-0.12, -6.90], "s_squared": 0.75, "spin_multiplicity": 2, "max_force_ev_per_a": 3.16, "charge": -1, "de_lowest_kj_mol": 0.0, "e_tot_ev": -20342.790}


{"formula": "C26H36O24", "method": "ωB97M-V with the def2-TZVPD basis set", "species": ["C", "C", "O", "C", "O", "O", "H", "H", "H", "H", "C", "C", "O", "C", "O", "O", "H", "H", "H", "H", "C", "C", "O", "C", "O", "O", "H", "H", "H", "H", "C", "C", "O", "C", "O", "O", "H", "H", "H", "H", "C", "C", "O", "C", "O", "O", "H", "H", "H", "H", "C", "C", "O", "C", "O", "O", "H", "H", "H", "H", "C", "C", "C", "O", "C", "O", "O", "H", "H", "H", "H", "H", "H", "C", "C", "C", "O", "C", "O", "O", "H", "H", "H", "H", "H", "H"], "coordinates": [[-0.2012, 3.3027, 7.1101], [1.0320, 2.9662, 7.8585], [0.8634, 3.6318, 9.1243], [-0.2876, 4.2456, 9.1530], [-0.7006, 4.8039, 10.1180], [-0.8773, 4.1624, 7.9745], [-0.8020, 2.4460, 6.8049], [0.0838, 3.8095, 6.1882], [1.9564, 3.1737, 7.3195], [0.9826, 1.8888, 8.0159], [0.7365, 5.6123, -1.1659], [1.3563, 6.9658, -0.9723], [0.7923, 7.3861, 0.2652], [-0.1444, 6.5542, 0.7274], [-1.0007, 6.8187, 1.5770], [-0.0925, 5.4223, -0.0143], [1.5012, 4.8372, -1.1176], [0.0805, 5.5580, -2.0347], [1.0494, 7.5917, -1.8102], [2.4440, 6.8979, -0.9933], [-3.4161, -4.5913, -7.9072], [-4.6615, -3.7967, -7.3529], [-4.1578, -2.7022, -6.6271], [-2.8649, -2.8183, -6.4679], [-2.1946, -2.2111, -5.6928], [-2.3929, -3.7104, -7.3994], [-3.3513, -4.7798, -8.9788], [-3.5374, -5.5448, -7.3933], [-5.2088, -4.4090, -6.6362], [-5.3482, -3.4356, -8.1185], [6.8828, -0.7141, 1.1877], [6.9794, -0.5211, -0.2814], [8.2633, -0.9414, -0.7282], [8.9606, -1.2220, 0.3602], [10.0663, -1.7404, 0.4605], [8.2579, -0.9242, 1.4472], [6.1647, -1.5219, 1.3283], [6.4644, 0.0972, 1.7835], [6.6768, 0.4882, -0.5604], [6.1624, -1.0725, -0.7467], [2.0858, -3.9748, -4.5878], [1.1433, -4.7115, -3.7500], [1.7099, -6.0093, -3.5985], [3.0009, -5.8550, -3.8728], [3.8050, -6.7257, -3.7547], [3.2338, -4.7208, -4.5681], [2.2843, -2.9382, -4.3157], [1.5565, -3.9331, -5.5398], [0.1905, -4.8645, -4.2568], [0.8882, -4.1886, -2.8283], [1.9894, -4.0909, 5.9985], [2.7917, -3.0244, 6.6931], [3.5907, -3.8043, 7.5034], [3.6191, -5.0031, 7.0945], [4.2419, -5.9371, 7.5846], [2.6816, -5.2747, 6.1721], [1.9132, -3.7691, 4.9599], [1.0114, -4.1796, 6.4715], [2.1190, -2.3170, 7.1780], [3.3776, -2.4845, 5.9493], [-1.7081, 0.3840, -0.0679], [-0.7344, -0.5149, 0.7080], [0.7107, -0.5310, 0.1640], [1.4155, -0.4680, 1.3837], [0.6233, -0.0418, 2.4448], [0.9206, 0.1404, 3.5789], [-0.6415, 0.0213, 2.0040], [-1.4497, 1.4248, 0.1273], [-2.6680, 0.1589, 0.3970], [-1.7132, 0.1222, -1.1259], [-1.1163, -1.5279, 0.5813], [0.8579, 0.3003, -0.5254], [0.9097, -1.4720, -0.3489], [-7.1905, 1.3158, -3.1934], [-7.0013, 2.7368, -3.5368], [-7.4964, 3.7215, -2.4302], [-6.4542, 4.6401, -2.3298], [-5.4187, 4.1903, -3.0293], [-4.3940, 4.7860, -3.2159], [-5.6522, 3.0577, -3.6378], [-6.9263, 0.7468, -4.0847], [-8.2565, 1.1186, -3.0799], [-6.6162, 0.9474, -2.3434], [-7.4686, 3.0755, -4.4615], [-7.8734, 3.2936, -1.5013], [-8.4092, 4.1768, -2.8143]], "forces_ev_per_angstrom": [[0.091, 0.509, -1.800], [0.402, -1.756, 0.752], [2.534, -1.350, -0.616], [-0.508, 0.818, 1.053], [-0.454, 0.268, -0.019], [-2.059, 0.650, -0.750], [-0.169, 0.021, 0.398], [-0.419, 0.358, -0.041], [0.021, 0.523, 0.531], [0.557, -0.049, 0.466], [-0.212, -1.101, 0.476], [-0.277, -0.121, -0.575], [0.780, 1.529, 0.348], [-2.763, 0.378, 0.850], [3.046, -0.994, -2.184], [-0.552, -0.170, 0.538], [-0.249, -0.188, -0.460], [0.304, -0.239, -0.068], [-0.035, 0.550, 0.424], [-0.057, 0.335, 0.651], [-1.550, 1.492, 1.550], [-0.824, -0.754, -1.027], [-1.167, 0.476, 0.355], [1.206, -0.344, -0.666], [0.036, -0.229, -0.313], [1.062, -1.096, 0.128], [0.149, 0.594, 0.135], [1.167, -0.146, 0.036], [-0.121, -0.075, -0.202], [0.086, 0.046, 0.048], [0.019, 0.036, -0.222], [-2.624, 1.187, -1.870], [-0.724, 0.323, -0.464], [3.123, -2.046, 1.191], [-2.365, 1.524, -1.037], [-0.467, -0.337, 2.540], [0.849, -0.828, 0.786], [0.554, 0.347, -0.220], [1.094, 0.422, -0.257], [0.539, -0.627, -0.440], [-1.142, 2.069, -1.514], [-2.913, -0.435, 1.105], [-0.338, 1.091, 1.006], [1.390, -2.196, -1.604], [0.164, 0.435, 0.547], [1.436, -0.432, 0.305], [0.019, -0.107, 0.328], [0.973, 0.017, -0.783], [-0.014, 0.094, 0.027], [0.377, -0.507, 0.544], [-1.944, 1.373, -1.013], [-0.939, 0.791, -1.570], [1.424, 3.063, 2.309], [0.997, -6.903, 1.404], [-0.319, 2.235, -0.856], [0.526, 0.192, -0.724], [-0.392, -0.636, -0.167], [-0.205, -0.108, -0.271], [0.482, -0.127, 0.606], [0.360, 0.145, 0.269], [0.363, -0.679, 0.861], [-0.541, 0.775, -2.749], [-1.636, -0.064, 0.609], [1.382, 0.710, 1.424], [-0.441, -1.048, -0.957], [0.845, 0.130, -0.481], [-0.188, -0.476, 0.359], [-0.062, 0.028, -0.327], [-0.282, 0.353, -0.393], [-0.098, 0.171, 0.022], [-0.146, -0.229, 1.204], [0.553, 0.245, 0.311], [0.257, 0.093, 0.146], [-0.606, -1.150, -1.184], [-1.151, 1.007, 1.397], [-1.802, -0.765, -1.116], [-0.142, 0.454, 0.895], [2.435, 2.014, -0.972], [-0.330, 0.064, 0.821], [0.497, -1.346, -0.438], [0.270, -0.352, 0.131], [-0.049, -0.026, 0.381], [-0.078, 0.336, 0.020], [-0.174, -0.578, -0.209], [1.006, -0.263, 0.387], [0.154, 0.607, -0.115]], "e_lumo_ha": -0.0165, "e_homo_ev": -10.66, "spin_multiplicity": 1, "max_force_ev_per_a": 7.12, "charge": 0, "de_lowest_kj_mol": 378.4, "smiles": "C[C@H]1COC(=O)O1.C[C@H]1COC(=O)O1.O=C1OCCO1.O=C1OCCO1.O=C1OCCO1.O=C1OCCO1.O=C1OCCO1.O=C1OCCO1", "e_tot_ev": -76682.390}


{"formula": "C5H18N6P", "method": "ωB97M-V with the def2-TZVPD basis set", "species": ["C", "C", "C", "C", "C", "N", "N", "N", "N", "N", "N", "P", "H", "H", "H", "H", "H", "H", "H", "H", "H", "H", "H", "H", "H", "H", "H", "H", "H", "H"], "coordinates": [[2.1299, -0.9767, 0.3241], [-0.0600, 1.3668, 1.5948], [-1.4400, 1.9050, -0.4168], [-2.6424, -2.0972, -0.9087], [-1.9844, -1.6273, 1.3230], [1.6413, 2.1432, -1.9394], [3.2571, -1.7036, 0.4200], [1.9555, -0.0478, -0.5697], [-0.5700, 0.9666, 0.3436], [-1.7918, -1.5257, 0.0896], [0.8983, -1.2597, 0.8082], [0.1386, -0.2587, -0.5105], [0.6175, 2.2179, 1.4888], [-0.7256, 1.5333, 2.4627], [0.5307, 0.5445, 1.9857], [-1.5418, 1.3968, -1.4554], [-2.3973, 2.1700, 0.1572], [-0.9114, 2.8977, -0.5219], [-2.0794, -2.6468, -1.8234], [-3.2423, -2.9206, -0.5351], [-3.3265, -1.3608, -1.2559], [2.6209, 1.8970, -2.5565], [-2.9168, -2.0246, 1.8257], [-1.2913, -0.9144, 1.9149], [0.7219, 2.5677, -2.4070], [4.1444, -1.2207, 0.3020], [3.2596, -2.4590, 1.0707], [2.5282, 0.7424, -1.0497], [1.7923, 2.9158, -1.2060], [0.6848, -2.2210, 1.0450]], "forces_ev_per_angstrom": [[1.297, -0.867, -1.152], [1.183, 0.349, 1.756], [0.388, -0.104, -0.213], [0.854, -2.744, -1.648], [-0.500, 2.129, 1.444], [0.431, 2.120, -0.886], [0.135, 0.338, 0.770], [0.483, 2.917, -0.169], [-0.833, 0.438, -0.677], [0.405, -0.679, -0.295], [0.169, -0.263, -0.594], [-0.270, -0.403, -0.908], [-0.089, 0.272, 0.214], [-0.528, 0.317, -0.924], [0.369, 0.074, 0.006], [-0.505, 1.224, 1.674], [1.116, -0.901, -1.067], [-0.382, -0.939, -0.149], [-0.849, 1.904, 2.051], [-0.291, -0.102, 0.458], [-0.318, 0.732, -0.643], [-4.127, 1.950, 1.597], [1.135, -0.080, -0.585], [-1.170, -1.687, -0.339], [3.220, -1.561, 0.161], [-0.368, -0.287, -0.152], [0.209, -0.318, 0.453], [-1.480, -2.385, 1.431], [0.553, -1.557, -1.579], [-0.236, 0.111, -0.036]], "e_lumo_ha": -0.0918, "e_homo_ev": -11.92, "spin_multiplicity": 1, "max_force_ev_per_a": 4.84, "charge": 1, "de_lowest_kj_mol": 265.2, "e_tot_ev": -23698.131}


{"formula": "H18Li3O13S", "method": "ωB97M-V with the def2-TZVPD basis set", "species": ["Li", "Li", "Li", "S", "O", "O", "O", "O", "O", "H", "H", "O", "H", "H", "O", "H", "H", "O", "H", "H", "O", "H", "H", "O", "H", "H", "O", "H", "H", "O", "H", "H", "O", "H", "H"], "coordinates": [[0.4321, -3.0491, 1.5439], [-0.6529, 0.3530, 3.4632], [-3.2476, -1.7480, 1.5273], [-0.5855, -0.6305, 0.4492], [0.5746, -1.2737, 0.9516], [-0.2541, -0.1195, -0.8645], [-1.5940, -1.6698, 0.3807], [-0.9724, 0.4315, 1.4494], [-1.4577, -0.8491, -3.1303], [-1.1076, -0.4602, -2.3288], [-1.7307, -1.7291, -2.8707], [2.3691, 1.3862, -0.8251], [2.9994, 0.7127, -0.5695], [1.6355, 0.8987, -1.1997], [3.0362, -0.6954, 0.8990], [2.1368, -1.0217, 0.8695], [3.1315, -0.3338, 1.7801], [0.4942, 2.8699, 0.6241], [1.1480, 2.5126, 0.0232], [-0.0904, 2.1345, 0.8076], [1.9285, -1.4886, -2.0692], [2.1999, -2.3996, -1.9563], [1.1786, -1.3873, -1.4830], [-2.5898, 2.1962, 0.8276], [-2.3728, 2.1108, -0.1008], [-2.0787, 1.5106, 1.2576], [-1.1854, 2.1233, -1.9028], [-0.7351, 1.4707, -1.3666], [-0.4808, 2.6127, -2.3273], [0.9864, 1.6016, 3.3180], [1.7057, 1.8105, 3.9139], [1.1542, 2.1366, 2.5422], [-1.9078, -3.3266, -1.5925], [-1.7915, -2.6320, -0.9443], [-2.2759, -4.0581, -1.0968]], "forces_ev_per_angstrom": [[-0.249, 0.422, -0.129], [0.485, 0.425, -0.845], [0.682, 0.141, -0.345], [-0.931, 2.972, -0.050], [3.307, -2.874, 2.305], [-0.297, 0.606, 0.473], [-2.868, -0.889, 0.695], [0.708, -1.785, -0.161], [-0.327, -0.019, -0.601], [0.016, 0.152, -0.091], [-0.070, -0.340, -0.124], [-0.141, 0.896, -0.290], [0.147, -0.405, 0.285], [-0.066, -0.377, -0.302], [1.418, -0.188, 0.116], [-0.359, 0.235, -0.169], [0.090, 0.171, 0.158], [0.068, 0.498, 0.930], [0.750, -0.261, -0.281], [-0.445, -0.053, -0.106], [0.346, -0.039, -0.028], [0.173, -0.198, -0.121], [-0.393, 0.168, -0.062], [-1.158, 0.695, 0.306], [0.107, 0.323, -0.549], [-0.149, 0.092, -0.221], [-0.489, 0.386, -0.191], [0.164, -0.208, -0.055], [0.052, 0.279, -0.091], [-0.317, -0.762, 0.820], [0.093, 0.012, 0.296], [-0.259, 0.533, -1.163], [-0.008, -0.695, -0.629], [0.056, 0.356, 0.290], [-0.134, -0.269, -0.069]], "e_lumo_ha": [-0.0520, -0.0452], "e_homo_ev": [-5.23, -9.79], "s_squared": 0.75, "spin_multiplicity": 2, "max_force_ev_per_a": 4.95, "charge": 0, "de_lowest_kj_mol": 0.0, "e_tot_ev": -38362.554}


{"formula": "C5H11N3", "method": "ωB97M-V with the def2-TZVPD basis set", "species": ["C", "C", "C", "C", "C", "N", "N", "N", "H", "H", "H", "H", "H", "H", "H", "H", "H", "H", "H"], "coordinates": [[0.8743, -0.5709, 1.4620], [-1.7278, 1.3064, -1.1088], [2.0737, -0.9086, 0.6119], [-0.8604, 0.4279, -0.2493], [0.0278, 0.9463, 0.7462], [-1.1994, -1.4540, -1.4802], [-0.8065, -0.9054, -0.3120], [0.5373, 2.0947, 0.9136], [-0.6734, -1.2002, -2.3145], [-2.0376, -2.0190, -1.4094], [0.9966, 2.1892, 1.8251], [1.1609, -0.0647, 2.3844], [0.2863, -1.4331, 1.7668], [-1.3612, 1.3226, -2.1401], [-2.7582, 0.9424, -1.1087], [-1.6973, 2.3370, -0.7535], [2.5989, -0.0046, 0.2937], [1.7910, -1.4605, -0.2907], [2.7750, -1.5454, 1.1635]], "forces_ev_per_angstrom": [[-0.921, 3.206, 0.661], [0.547, 0.041, -0.384], [0.036, -0.131, -0.308], [-0.454, -1.942, -1.381], [2.877, -3.214, 2.080], [-0.992, -0.374, -1.057], [0.312, 3.065, 1.136], [-1.763, -0.123, 0.162], [-1.056, -0.048, 0.230], [0.738, -0.195, -0.662], [0.557, -0.392, -0.537], [0.489, -0.130, 0.205], [-0.289, 0.285, -0.461], [-0.187, 0.004, 0.055], [0.120, -0.059, -0.066], [0.026, -0.137, 0.119], [0.048, -0.086, 0.086], [-0.042, 0.085, 0.131], [-0.044, 0.143, -0.010]], "e_lumo_ha": [0.0076, 0.0076], "e_homo_ev": [-8.13, -8.13], "spin_multiplicity": 1, "max_force_ev_per_a": 4.79, "charge": 0, "de_lowest_kj_mol": 381.6, "smiles": "[H]/N=C(CC)/C(C)=N/N", "e_tot_ev": -9829.951}


{"formula": "C3H4N2O2", "method": "ωB97M-V with the def2-TZVPD basis set", "species": ["C", "C", "C", "H", "H", "H", "H", "N", "N", "O", "O"], "coordinates": [[0.0469, -0.3341, -0.4427], [-0.3963, 0.9074, -0.5373], [-1.6713, 0.6139, 0.0786], [2.2179, -0.2556, 1.2684], [1.4042, -1.6335, -0.1559], [-0.1122, 2.0240, -0.3566], [-2.4178, 1.2148, 0.3032], [1.4220, -0.5797, -0.5734], [-0.7205, -1.3033, -0.2097], [2.1777, 0.1287, 0.3797], [-1.9505, -0.7825, 0.2455]], "forces_ev_per_angstrom": [[4.979, -1.099, -0.979], [-6.896, 5.072, 4.242], [3.122, -3.404, -2.413], [-0.686, -0.462, -0.308], [0.744, 2.626, -1.918], [0.285, -2.621, -1.045], [-3.494, 2.686, 1.255], [0.600, -5.617, 1.355], [-1.945, -3.001, 1.813], [0.633, 1.590, 0.004], [2.658, 4.230, -2.007]], "e_lumo_ha": 0.0242, "e_homo_ev": -9.59, "spin_multiplicity": 1, "max_force_ev_per_a": 9.55, "charge": 0, "de_lowest_kj_mol": 691.1, "e_tot_ev": -10245.102}